*a*
Entry from the Open Molecules 2025 dataset: the molecule C5H4FNS (wB97M-V/def2-TZVPD).

Cartesian coordinates (Å):
1 C 0.686 -1.608 -0.350
2 C -0.199 -0.371 -0.141
3 C -1.606 -0.538 -0.435
4 N -2.730 -0.695 -0.768
5 C 0.384 0.731 0.339
6 F 1.738 0.672 0.598
7 C -0.091 2.126 0.593
8 S -1.580 2.733 0.582
9 H 0.490 -1.936 -1.381
10 H 0.398 -2.450 0.378
11 H 1.749 -1.385 -0.294
12 H 0.759 2.721 0.880

Summary:
LUMO: -1.5961 eV
SMILES: C/C(C#N)=C(\F)C=S
Charge: 0
Kohn-Sham gap: 7.80 eV

*b*
Entry from the Open Molecules 2025 dataset: the molecule C5H4FNS (wB97M-V/def2-TZVPD).

Cartesian coordinates (Å):
1 C -2.221 1.204 0.915
2 C -1.018 0.696 0.027
3 F -0.462 1.550 -0.888
4 C -0.115 -0.303 0.289
5 C -0.573 -1.355 1.237
6 N -0.962 -2.274 1.935
7 C 1.176 -0.613 -0.265
8 S 2.086 0.121 -1.382
9 H -3.194 1.096 0.300
10 H -2.117 2.246 1.240
11 H -2.082 0.508 1.730
12 H 1.416 -1.603 0.066

Summary:
LUMO: -1.4903 eV
SMILES: C/C(F)=C(\C#N)C=S
Charge: 0
Kohn-Sham gap: 7.59 eV

*c*
Entry from the Open Molecules 2025 dataset: the molecule C5H4FNS (wB97M-V/def2-TZVPD).

Cartesian coordinates (Å):
1 F -1.399 1.949 -0.002
2 C -1.223 0.619 0.001
3 C -2.115 -0.368 -0.001
4 N -1.469 -1.631 -0.004
5 C -0.201 -1.415 -0.004
6 C 0.116 0.015 0.001
7 C 1.289 0.677 -0.002
8 S 2.853 -0.100 -0.004
9 H -3.184 -0.283 -0.027
10 H 0.506 -2.226 0.037
11 H 1.278 1.741 0.012
12 H 3.548 1.021 -0.006

Summary:
LUMO: -0.5737 eV
SMILES: FC1=CN=C/C1=C\S
Charge: 0
Kohn-Sham gap: 8.36 eV

Most stable = *c*

*a*
Entry from the Open Molecules 2025 dataset: a cluster of 2 separate species, C11H15N in total (wB97M-V/def2-TZVPD).

Cartesian coordinates (Å):
1 C -0.860 -2.062 -1.707
2 C 0.410 0.170 -1.406
3 C 0.004 -0.950 -2.153
4 C 1.170 0.995 -2.258
5 C 0.606 -0.803 -3.432
6 C 0.158 0.590 -0.103
7 C 0.665 1.806 0.330
8 C 1.431 2.571 -0.531
9 C 1.737 2.166 -1.845
10 N 1.314 0.317 -3.490
11 H -0.454 0.028 0.580
12 H 0.556 2.097 1.368
13 H 1.922 3.455 -0.159
14 H -1.325 -2.560 -2.558
15 H -1.555 -1.711 -0.944
16 H 0.523 -1.522 -4.231
17 H 1.467 0.744 -4.397
18 H 2.360 2.741 -2.511
19 H -0.243 -2.824 -1.215
20 C -0.592 -0.258 3.696
21 C -1.859 -1.079 3.988
22 H -0.779 0.801 3.852
23 H 0.221 -0.573 4.345
24 H -0.278 -0.395 2.658
25 H -2.336 -0.707 4.904
26 H -1.659 -2.146 4.008
27 H -2.605 -0.893 3.211

Summary:
LUMO (spin up / spin down): -3.7181 / -6.9280 eV
2S+1: 2
<S²>: 0.77
Charge: +1
Kohn-Sham gap (spin up / spin down): 9.28 / 6.69 eV

*b*
Entry from the Open Molecules 2025 dataset: a cluster of 2 separate species, C11H15N in total (wB97M-V/def2-TZVPD).

Cartesian coordinates (Å):
1 C -1.466 -2.004 1.361
2 C -0.850 0.089 -0.091
3 C -0.984 -0.642 1.069
4 C -0.679 1.438 0.296
5 C -0.953 0.257 2.162
6 C -0.665 -0.119 -1.489
7 C -0.323 0.912 -2.321
8 C -0.096 2.216 -1.846
9 C -0.446 2.516 -0.518
10 N -0.752 1.504 1.715
11 H -0.880 -1.047 -2.004
12 H -0.209 0.757 -3.385
13 H 0.428 3.007 -2.367
14 H -1.497 -2.760 0.575
15 H -2.459 -2.105 1.809
16 H -1.060 0.162 3.230
17 H -0.601 2.274 2.341
18 H -0.452 3.522 -0.126
19 H -0.830 -2.489 2.114
20 C 3.607 -2.287 -0.537
21 C 2.128 -2.123 -0.124
22 H 4.048 -1.307 -0.670
23 H 4.153 -2.680 0.314
24 H 3.656 -2.757 -1.511
25 H 1.903 -1.120 0.265
26 H 1.946 -2.716 0.777
27 H 1.372 -2.307 -0.886

Summary:
LUMO (spin up / spin down): -3.8185 / -6.8596 eV
2S+1: 2
<S²>: 0.78
Charge: +1
Kohn-Sham gap (spin up / spin down): 9.08 / 6.70 eV

Most stable = *a*

*a*
Entry from the Open Molecules 2025 dataset: a cluster of 2 separate species, C11H15N in total (wB97M-V/def2-TZVPD).

Cartesian coordinates (Å):
1 C 2.390 0.363 0.864
2 C -0.504 2.005 -1.139
3 C 0.389 0.834 -1.040
4 C 1.244 1.099 0.141
5 C 0.843 2.394 0.557
6 C -1.609 1.934 -2.030
7 C -1.670 0.795 -2.851
8 C -0.796 -0.334 -2.821
9 C 0.227 -0.309 -1.795
10 N -0.118 3.036 -0.326
11 H -2.286 2.581 -2.088
12 H -2.357 0.674 -3.735
13 H -0.958 3.382 0.230
14 H -0.627 -1.009 -3.686
15 H 1.060 2.861 1.456
16 H 0.994 -1.116 -1.827
17 H 2.666 -0.700 0.529
18 H 2.206 0.275 1.986
19 H 3.448 0.811 0.696
20 C -0.367 -1.759 2.443
21 C -0.780 -3.184 1.885
22 H 0.693 -1.664 2.856
23 H -0.436 -1.066 1.497
24 H -1.068 -1.338 3.272
25 H -0.043 -3.522 1.024
26 H -1.839 -3.118 1.273
27 H -0.702 -3.924 2.630

Summary:
LUMO (spin up / spin down): -4.0492 / -7.3697 eV
2S+1: 2
<S²>: 0.78
Charge: +1
Kohn-Sham gap (spin up / spin down): 9.19 / 5.88 eV

*b*
Entry from the Open Molecules 2025 dataset: a cluster of 2 separate species, C11H15N in total (wB97M-V/def2-TZVPD).

Cartesian coordinates (Å):
1 C -2.416 1.066 0.973
2 C -2.293 1.881 2.214
3 H -2.988 1.750 0.298
4 H -1.654 0.965 0.283
5 H -2.920 0.186 1.080
6 H -3.339 2.307 2.429
7 H -1.444 2.547 2.276
8 H -1.894 1.188 2.972
9 C 0.585 -0.495 -3.447
10 C 0.614 -0.859 -0.863
11 C 0.749 0.014 -2.066
12 C 1.342 -0.098 0.192
13 C 1.374 1.194 -1.743
14 C 0.113 -2.045 -0.286
15 C 0.481 -2.504 0.936
16 C 1.349 -1.760 1.854
17 C 1.679 -0.401 1.469
18 N 1.658 1.175 -0.367
19 H -0.534 -2.596 -0.888
20 H 0.066 -3.433 1.299
21 H 1.660 -2.094 2.733
22 H 1.479 -1.146 -3.552
23 H 0.488 0.308 -4.246
24 H 1.617 2.075 -2.276
25 H 2.363 1.701 -0.041
26 H 2.146 0.157 2.224
27 H -0.279 -1.084 -3.461

Summary:
LUMO (spin up / spin down): -3.9371 / -7.2790 eV
2S+1: 2
<S²>: 0.78
Charge: +1
Kohn-Sham gap (spin up / spin down): 9.36 / 5.98 eV

Most stable = *b*

*a*
Entry from the Open Molecules 2025 dataset: a cluster of 2 separate species, C11H15N in total (wB97M-V/def2-TZVPD).

Cartesian coordinates (Å):
1 C 1.505 1.451 4.501
2 C 0.927 0.472 3.454
3 H 1.687 2.472 4.190
4 H 0.870 1.407 5.382
5 H 2.535 1.192 4.750
6 H 0.703 -0.559 3.830
7 H 1.704 0.326 2.696
8 H -0.056 0.868 3.194
9 C 0.525 -0.082 -4.159
10 C -0.764 -1.251 -0.916
11 C -0.792 -0.240 -1.879
12 C 0.059 -0.731 -2.918
13 C 0.305 -2.073 -2.700
14 C -1.315 -1.015 0.336
15 C -1.481 0.321 0.660
16 C -1.514 1.370 -0.306
17 C -1.219 1.096 -1.598
18 N -0.099 -2.389 -1.438
19 H -1.448 -1.824 1.051
20 H -1.817 0.619 1.655
21 H -0.184 -3.320 -1.060
22 H -1.804 2.301 0.189
23 H 0.944 -2.750 -3.255
24 H -1.159 1.853 -2.347
25 H -0.323 0.451 -4.611
26 H 1.061 -0.720 -4.877
27 H 1.151 0.756 -3.825

Summary:
LUMO (spin up / spin down): -3.6686 / -7.0331 eV
2S+1: 2
<S²>: 0.77
Charge: +1
Kohn-Sham gap (spin up / spin down): 9.46 / 6.48 eV

*b*
Entry from the Open Molecules 2025 dataset: a cluster of 2 separate species, C11H15N in total (wB97M-V/def2-TZVPD).

Cartesian coordinates (Å):
1 C -1.107 -2.759 -0.167
2 C -1.252 -2.385 -1.664
3 H -0.912 -1.873 0.433
4 H -2.162 -2.950 0.055
5 H -0.663 -3.685 0.171
6 H -2.278 -2.477 -2.006
7 H -0.721 -3.075 -2.333
8 H -0.810 -1.426 -1.937
9 C 2.960 -0.404 0.560
10 C -0.563 0.673 0.751
11 C 0.614 0.501 -0.064
12 C 1.537 -0.044 0.832
13 C 0.931 -0.290 2.081
14 C -1.630 1.369 0.144
15 C -1.484 1.870 -1.130
16 C 0.798 1.205 -1.281
17 C -0.259 1.877 -1.823
18 N -0.380 0.102 1.976
19 H -1.077 -0.031 2.693
20 H -2.556 1.446 0.698
21 H 1.294 -0.875 2.910
22 H -2.364 2.354 -1.536
23 H 1.747 1.116 -1.790
24 H 3.548 0.326 1.126
25 H 3.178 -0.301 -0.498
26 H -0.073 2.361 -2.771
27 H 3.295 -1.400 0.841

Summary:
LUMO (spin up / spin down): -3.7985 / -7.0320 eV
2S+1: 2
<S²>: 0.77
Charge: +1
Kohn-Sham gap (spin up / spin down): 9.30 / 6.40 eV

*c*
Entry from the Open Molecules 2025 dataset: a cluster of 2 separate species, C11H15N in total (wB97M-V/def2-TZVPD).

Cartesian coordinates (Å):
1 C -2.940 1.968 0.868
2 C 0.391 0.284 1.302
3 C -0.551 0.923 0.449
4 C -1.705 1.178 1.197
5 C -1.498 0.622 2.465
6 C 2.049 0.008 -0.392
7 C 1.634 -0.170 0.945
8 C 1.167 0.618 -1.297
9 C -0.050 1.067 -0.870
10 N -0.279 0.008 2.506
11 H 3.046 -0.353 -0.629
12 H 2.199 -0.715 1.696
13 H 1.599 0.754 -2.277
14 H -0.817 1.389 -1.580
15 H 0.087 -0.462 3.319
16 H -2.061 0.546 3.385
17 H -3.520 1.260 0.252
18 H -2.780 2.904 0.336
19 H -3.535 2.139 1.765
20 C 0.743 -3.002 -2.288
21 C 1.116 -2.161 -3.489
22 H 0.832 -2.585 -1.285
23 H -0.312 -3.329 -2.184
24 H 1.305 -3.938 -2.199
25 H 0.683 -1.169 -3.342
26 H 0.645 -2.617 -4.366
27 H 2.209 -2.218 -3.514

Summary:
LUMO (spin up / spin down): -3.7631 / -7.0895 eV
2S+1: 2
<S²>: 0.78
Charge: +1
Kohn-Sham gap (spin up / spin down): 9.32 / 6.40 eV

Most stable = *c*

*a*
Entry from the Open Molecules 2025 dataset: the ion C9H11N2O3 with charge -1 (wB97M-V/def2-TZVPD).

Cartesian coordinates (Å):
1 C -1.024 0.336 2.091
2 C -2.273 2.281 -1.214
3 C -1.411 1.215 -1.312
4 C 2.080 1.342 -0.035
5 C -0.208 0.798 0.967
6 C -1.517 0.038 -0.512
7 C 0.662 -1.060 -0.047
8 C 1.814 -1.636 -0.884
9 C 0.327 -2.032 1.131
10 N -1.663 -0.219 2.883
11 N 0.886 0.240 0.424
12 O 3.173 0.851 0.154
13 O 1.737 2.393 -0.466
14 O -0.597 -0.891 -0.857
15 H -2.066 3.222 -1.669
16 H -3.239 2.253 -0.752
17 H -0.514 1.209 -1.923
18 H -0.165 1.837 0.968
19 H -2.516 -0.223 -0.054
20 H 2.601 -1.743 -0.272
21 H 2.008 -1.063 -1.706
22 H 1.432 -2.629 -1.235
23 H 0.413 -1.412 2.027
24 H 0.889 -2.902 1.121
25 H -0.831 -2.206 1.172

Summary:
LUMO: 3.5885 eV
Charge: -1
Kohn-Sham gap: 7.55 eV

*b*
Entry from the Open Molecules 2025 dataset: a structure of composition C9H11N2O3 (wB97M-V/def2-TZVPD).

Cartesian coordinates (Å):
1 C 2.542 0.644 -0.479
2 C 1.533 -0.293 -0.222
3 C 0.441 0.486 0.083
4 C -2.129 0.187 -0.689
5 C 1.490 -1.782 -0.264
6 C 0.040 -2.250 -0.422
7 C -0.881 -1.735 0.687
8 C -1.246 -0.273 0.529
9 C -0.023 2.924 0.210
10 N 2.091 1.886 -0.342
11 N 0.797 1.768 -0.002
12 O -2.833 1.176 -0.370
13 O -2.050 -0.410 -1.759
14 O -1.722 0.332 1.661
15 H 3.568 0.478 -0.757
16 H 2.094 -2.154 -1.099
17 H 1.913 -2.199 0.660
18 H -0.360 -1.890 -1.370
19 H 0.017 -3.346 -0.425
20 H -1.813 -2.312 0.671
21 H -0.413 -1.876 1.668
22 H -0.141 3.127 1.280
23 H 0.461 3.775 -0.269
24 H -1.009 2.754 -0.225
25 H -2.366 0.983 1.245

Summary:
LUMO: 3.6361 eV
Charge: -1
Kohn-Sham gap: 8.50 eV

Most stable = *b*

*a*
Entry from the Open Molecules 2025 dataset: a cluster of 5 separate species, C2H15NO4 in total (wB97M-V/def2-TZVPD).

Cartesian coordinates (Å):
1 C 4.496 -3.163 0.773
2 N 4.621 -4.214 -0.225
3 C 5.868 -4.115 -0.993
4 H 5.110 -3.236 1.676
5 H 3.469 -2.918 1.063
6 H 4.691 -2.234 0.232
7 H 4.593 -5.117 0.227
8 H 6.500 -3.282 -0.691
9 H 6.377 -5.076 -1.006
10 H 5.657 -3.927 -2.051
11 O -1.629 -2.090 -2.942
12 H -0.670 -2.134 -2.997
13 H -1.872 -2.499 -2.105
14 O -3.931 3.148 3.580
15 H -3.493 2.290 3.527
16 H -3.677 3.490 4.440
17 O -3.456 4.520 -1.534
18 H -4.307 4.976 -1.526
19 H -3.069 4.881 -0.731
20 O -4.128 4.379 1.094
21 H -3.960 3.877 0.274
22 H -5.023 4.054 1.260

Summary:
LUMO: 0.8828 eV
SMILES: CNC.O.O.O.O
Charge: 0
Kohn-Sham gap: 9.75 eV

*b*
Entry from the Open Molecules 2025 dataset: a cluster of 5 separate species, C2H15NO4 in total (wB97M-V/def2-TZVPD).

Cartesian coordinates (Å):
1 C -0.192 2.572 -0.723
2 C -1.318 1.557 -0.363
3 N -1.084 0.276 -0.988
4 H 0.644 2.270 -0.089
5 H -0.333 3.625 -0.456
6 H 0.076 2.578 -1.770
7 H -2.293 2.013 -0.579
8 H -1.228 1.405 0.713
9 H -1.345 0.217 -1.971
10 H -1.657 -0.447 -0.561
11 O 1.299 -0.493 -1.929
12 H 1.593 -0.924 -2.731
13 H 0.428 -0.026 -1.885
14 O 0.682 -2.224 2.524
15 H 1.517 -1.898 2.160
16 H 0.585 -3.179 2.471
17 O -1.644 -1.775 1.178
18 H -0.870 -1.715 1.747
19 H -2.368 -1.526 1.749
20 O 2.638 -1.122 0.599
21 H 3.049 -0.282 0.777
22 H 1.822 -0.903 0.127

Summary:
LUMO: 0.8227 eV
SMILES: CCN.O.O.O.O
Charge: 0
Kohn-Sham gap: 10.45 eV

*c*
Entry from the Open Molecules 2025 dataset: a cluster of 5 separate species, C2H15NO4 in total (wB97M-V/def2-TZVPD).

Cartesian coordinates (Å):
1 C -2.737 3.101 -2.397
2 C -2.915 3.060 -0.883
3 N -2.254 1.814 -0.332
4 H -3.453 2.295 -2.826
5 H -2.757 4.028 -2.971
6 H -1.811 2.631 -2.661
7 H -2.186 3.889 -0.684
8 H -3.999 3.118 -0.686
9 H -2.585 1.599 0.583
10 H -2.632 1.002 -0.725
11 O 1.510 -5.495 -1.814
12 H 1.397 -6.433 -1.575
13 H 1.440 -5.683 -2.784
14 O 4.227 0.228 5.036
15 H 3.668 -0.575 4.760
16 H 5.065 -0.151 4.721
17 O 2.170 1.260 -0.400
18 H 1.712 1.376 -1.267
19 H 2.715 2.019 -0.476
20 O -0.908 -2.651 0.645
21 H -1.288 -2.291 -0.082
22 H -1.589 -3.223 0.934

Summary:
LUMO: 0.7864 eV
SMILES: CCN.O.O.O.O
Charge: 0
Kohn-Sham gap: 10.50 eV

Most stable = *b*